# 1
Computed, not measured: a cluster of 3 separate species, C15H35O8S in total, with ωB97M-V/def2-TZVPD.

Structure (XYZ):
```
59
Properties=species:S:1:pos:R:3
C 4.86350 1.93548 3.09156
C 5.35032 3.20253 2.41146
O 4.62331 4.36963 2.76605
C 3.71002 4.82115 1.78069
C 2.56379 5.61923 2.38116
O 1.40041 4.90086 2.69864
C 1.63816 3.73076 3.45599
C 0.32925 3.15994 3.95928
O -0.30990 2.42578 2.93750
C 0.08801 1.07601 2.86594
S 1.06380 0.73168 1.36005
O 0.72578 -0.64932 1.03830
O 2.46028 0.89541 1.77652
O 0.60355 1.72853 0.39196
H 3.79406 1.79508 2.99147
H 5.33316 1.08632 2.59891
H 5.14358 1.92032 4.14340
H 5.35537 3.03884 1.33363
H 6.38154 3.37522 2.72437
H 4.23607 5.48395 1.08329
H 3.32029 3.99716 1.18060
H 2.94408 6.19297 3.23615
H 2.26504 6.34209 1.62364
H 2.05129 2.96169 2.80168
H 2.33797 3.90389 4.27907
H 0.56040 2.53452 4.82744
H -0.34094 3.94770 4.29927
H 0.69356 0.77296 3.71786
H -0.79924 0.44707 2.80184
C -4.47968 0.18677 0.27106
C -4.37965 -1.27738 0.66571
O -4.20418 -2.16090 -0.42580
C -3.03147 -1.94160 -1.19915
C -1.74238 -2.07039 -0.40928
H -5.26698 0.32817 -0.47246
H -4.71082 0.79492 1.14640
H -3.54617 0.55882 -0.15172
H -5.31058 -1.59117 1.14202
H -3.58300 -1.41628 1.40458
H -3.08260 -0.96953 -1.70281
H -3.05726 -2.70258 -1.98321
H -1.64456 -1.29356 0.34606
H -0.87925 -1.98114 -1.06735
H -1.69904 -3.03624 0.09808
C -3.03352 -5.17007 -5.64020
C -2.08394 -5.52313 -4.50701
O -0.71706 -5.50047 -4.87121
C -0.22153 -4.25268 -5.32516
C -0.34355 -3.13191 -4.30822
H -2.85065 -5.81065 -6.50480
H -4.06633 -5.30426 -5.31688
H -2.91796 -4.13399 -5.96136
H -2.27640 -6.54473 -4.17766
H -2.26313 -4.87488 -3.64193
H -0.70341 -3.96929 -6.26885
H 0.83049 -4.42798 -5.55217
H -1.38641 -2.88842 -4.09783
H 0.13860 -2.22816 -4.68096
H 0.12590 -3.41475 -3.36563
```

Computed properties:
HOMO ... -0.200 Eh
Kohn-Sham gap ... 8.07 eV
Lowest unoccupied orbital energy ... 2.6 eV
Total charge ... -1



# 2
Computed, not measured: a cluster of 2 separate species, C3H6NO3 in total at a distorted geometry, with ωB97M-V/def2-TZVPD.

Structure (XYZ):
```
13
Properties=species:S:1:pos:R:3
O 1.30100 0.48879 -0.37775
C 0.76897 -0.57094 -0.73477
O -0.26810 -1.14435 -0.47147
C 1.67097 -1.33480 -1.77768
H 1.85779 -2.31170 -1.35070
H 1.10472 -1.40903 -2.69536
H 2.59582 -0.80132 -1.93346
C -2.13527 1.00416 1.63566
N -0.81307 1.31148 1.54269
O -2.97108 1.74990 2.07943
H -2.34818 -0.02065 1.28317
H -0.20503 0.81694 0.90708
H -0.55855 2.22151 1.89317
```

Computed properties:
HOMO (spin up / spin down) ... -0.360 / -0.359 Eh
Spin multiplicity ... 2
Kohn-Sham gap (spin up / spin down) ... 10.36 / 5.53 eV
ΔE to the lowest compared entry with this formula, charge and spin ... 4.66 kcal per mole
Lowest unoccupied orbital energy (spin up / spin down) ... 0.6 / -4.2 eV
Expectation value of S² ... 0.76



# 3
Computed, not measured: an isolated molecule of C2H3ClF2O at a distorted geometry, with ωB97M-V/def2-TZVPD.

Structure (XYZ):
```
9
Properties=species:S:1:pos:R:3
F 1.10986 -0.65054 -0.94300
C 0.49982 -0.20038 0.18849
O -0.80935 -0.55037 0.32215
C -1.84268 0.28287 -0.38204
F -1.78532 1.52288 0.08506
Cl -3.33565 -0.50103 -0.06167
H 0.88691 -0.65634 1.12954
H 0.72269 0.86981 0.54317
H -1.69844 0.24465 -1.54328
```

Computed properties:
HOMO ... -0.418 Eh
SMILES string ... FCO[C@H](F)Cl
Kohn-Sham gap ... 12.25 eV
ΔE to the lowest compared entry with this formula, charge and spin ... 21.66 kcal per mole
Lowest unoccupied orbital energy ... 0.9 eV



# 4
Computed, not measured: a structure of composition C56H38HfN3O8P2S4SbSe at a distorted geometry, with ωB97M-V/def2-TZVPD.

Structure (XYZ):
```
114
Properties=species:S:1:pos:R:3
Hf 0.10000 2.73928 -0.84360
O 1.66210 -1.87074 0.94987
S 0.44443 -1.11005 0.60840
C -0.79304 -1.61236 1.83291
C -0.79617 -2.92076 2.25489
C -1.87856 -3.48830 2.94414
C -3.00042 -2.72055 3.12122
C -4.33875 -3.00969 3.74072
C -5.19491 -1.75353 3.43547
C -4.21381 -0.73112 2.93537
C -4.31813 0.60609 2.65775
C -3.16995 1.29814 2.23544
C -1.96199 0.66757 1.99650
P -0.40495 1.57930 1.70971
C -0.67810 3.25956 2.43607
C -0.43972 3.63492 3.75533
C -0.54898 4.96473 4.12837
C -0.89990 5.93422 3.20457
C -1.12676 5.57569 1.88724
C -0.99561 4.25341 1.50831
C 0.53891 0.78027 3.06667
C 1.87381 0.43976 2.89507
C 2.55478 -0.20827 3.91211
C 1.91943 -0.51239 5.10360
C 0.59199 -0.15803 5.28511
C -0.09494 0.47980 4.27193
C -1.86761 -0.74765 2.13869
C -2.98404 -1.37552 2.70928
C -0.27322 -2.14719 -0.73716
C -1.52494 -2.71062 -0.66144
C -1.98108 -3.69332 -1.56182
C -1.11376 -4.15506 -2.50893
C -1.23487 -5.23075 -3.55221
C 0.14634 -5.26821 -4.24998
C 0.93913 -4.17088 -3.60100
C 2.21336 -3.71621 -3.79612
C 2.63738 -2.58823 -3.07786
C 1.85009 -1.92383 -2.15684
P 2.28563 -0.29846 -1.46083
C 4.14558 -0.19732 -1.48351
C 5.60869 1.12025 -2.40732
C 6.89012 0.97162 -1.66954
C 7.06480 0.14682 -0.63041
C 6.08614 -0.73555 -0.01994
C 4.80705 -0.91863 -0.36907
C 2.42496 0.99205 -2.93828
C 3.20423 1.99213 -2.07521
C 4.42256 1.32545 -1.45862
C 5.00251 -0.25552 -2.79574
C 4.24629 -0.18766 -4.06312
C 3.06640 0.41611 -4.13586
C 0.59409 -2.49553 -1.80054
C 0.15940 -3.56612 -2.60185
H 0.06368 -3.52216 1.99881
H -1.82494 -4.51610 3.27288
H -4.22307 -3.15039 4.82017
H -4.78226 -3.92506 3.34753
H -5.74984 -1.41303 4.31056
H -5.91621 -1.97053 2.64282
H -5.24538 1.14355 2.78324
H -3.23351 2.37203 2.11663
H -0.14541 2.90185 4.49157
H -0.34403 5.24745 5.15068
H -0.97723 6.96815 3.50622
H -1.40897 6.30785 1.14840
H -1.16761 3.99445 0.46327
H 2.37755 0.66847 1.96528
H 3.58513 -0.49300 3.76291
H 2.45649 -1.02147 5.89183
H 0.08328 -0.38659 6.21148
H -1.13525 0.73467 4.41682
H -2.21023 -2.41554 0.11787
H -2.98977 -4.06707 -1.46455
H -2.03149 -4.98665 -4.25768
H -1.47946 -6.19254 -3.09763
H 0.06290 -5.09339 -5.32325
H 0.63862 -6.23284 -4.10884
H 2.88659 -4.17186 -4.50737
H 3.62688 -2.22023 -3.27787
H 5.67812 1.84426 -3.22038
H 7.71719 1.58019 -2.01110
H 8.04495 0.12392 -0.16679
H 6.47160 -1.30587 0.81605
H 4.18768 -1.60387 0.19484
H 2.50858 2.20243 -1.23078
H 4.66711 1.78695 -0.49712
H 5.73424 -1.06536 -2.80369
H 4.70081 -0.62093 -4.94065
H 2.50198 0.43852 -5.05827
S 3.61153 3.61117 -2.77570
Sb 2.55875 5.09489 -1.00488
S 2.05553 3.40041 0.60865
S 0.36643 4.99312 -1.90294
O -0.96112 -0.31132 -2.93485
C -1.15511 0.33057 -1.91759
O -0.15559 0.83096 -1.21832
C -2.50291 0.66899 -1.41513
C -3.53231 -0.25067 -1.37422
C -4.80612 0.16338 -0.94810
C -5.03283 1.49289 -0.61973
C -4.00585 2.42598 -0.67817
C -2.69692 2.02866 -1.09575
O -1.73412 2.90271 -1.30164
N -4.26533 3.75376 -0.28995
O -5.42987 4.07966 -0.03944
O -3.31347 4.53505 -0.16710
N -5.84262 -0.78197 -0.81666
O -5.55788 -1.97577 -0.97126
O -6.98120 -0.38987 -0.54532
H -3.35990 -1.27067 -1.67095
H -6.01057 1.82368 -0.30071
Se 0.70772 1.86924 -3.50775
C 1.46231 2.87695 -4.85690
N 1.80674 3.45873 -5.78746
```

Computed properties:
HOMO (spin up / spin down) ... -0.094 / -0.222 Eh
Spin multiplicity ... 2
Kohn-Sham gap (spin up / spin down) ... 4.30 / 7.86 eV
Lowest unoccupied orbital energy (spin up / spin down) ... 1.7 / 1.8 eV
Total charge ... -1
Expectation value of S² ... 0.78



# 5
Computed, not measured: an isolated molecule of C6H6O at a distorted geometry, with ωB97M-V/def2-TZVPD.

Structure (XYZ):
```
13
Properties=species:S:1:pos:R:3
O 1.26791 -1.81456 -0.91980
C 0.47878 -0.71773 -0.26857
C 0.87722 0.62382 -0.61854
C 0.21734 1.69015 0.04802
C -0.99046 1.39225 0.84759
C -1.50079 0.12601 0.73791
C -0.71004 -1.00854 0.38445
H 1.97742 -1.45602 -1.45824
H 1.68976 0.63318 -1.32972
H 0.66081 2.61140 -0.16321
H -1.46516 2.14668 1.43532
H -2.43689 -0.06079 1.31097
H -0.80144 -1.99374 0.77810
```

Computed properties:
HOMO ... -0.323 Eh
SMILES string ... Oc1ccccc1
Kohn-Sham gap ... 9.69 eV
ΔE to the lowest compared entry with this formula, charge and spin ... 27.22 kcal per mole
Lowest unoccupied orbital energy ... 0.9 eV



# 6
Computed, not measured: an isolated molecule of C3H5N5 at a distorted geometry, with ωB97M-V/def2-TZVPD.

Structure (XYZ):
```
13
Properties=species:S:1:pos:R:3
H -3.10745 -1.17900 -0.12351
N -2.08930 -1.36037 -0.20840
C -1.21013 -0.49708 0.02350
N -1.32042 0.98997 -0.05803
C 0.21812 -0.62337 -0.13393
C 0.94788 0.67463 -0.13253
N 2.24199 0.25418 -0.12234
N 2.27916 -1.15518 0.02992
N 1.07310 -1.56508 0.06018
H -0.42171 1.12505 0.72285
H -2.23277 0.88488 0.57218
H 0.45211 1.63316 -0.38010
H 3.16943 0.81820 -0.24980
```

Computed properties:
HOMO ... -0.349 Eh
SMILES string ... [H]/N=C(\N)c1c[nH]nn1
Kohn-Sham gap ... 9.72 eV
ΔE to the lowest compared entry with this formula, charge and spin ... 116.61 kcal per mole
Lowest unoccupied orbital energy ... 0.2 eV



# 7
Computed, not measured: a cluster of 2 separate species, C2H6O2 in total, with ωB97M-V/def2-TZVPD.

Structure (XYZ):
```
10
Properties=species:S:1:pos:R:3
C -0.41587 0.36367 -1.22253
C -0.43201 0.89172 0.13957
O 0.78798 0.46255 -0.46657
H -0.47604 1.04401 -2.07044
H -0.76987 -0.65135 -1.39854
H -0.50088 1.96436 0.30798
H -0.77950 0.24390 0.94201
O 0.62504 -1.75931 1.22003
H 0.96590 -1.17510 0.52101
H 0.99525 -1.38446 2.02747
```

Computed properties:
HOMO ... -0.399 Eh
SMILES string ... C1CO1.O
Kohn-Sham gap ... 11.92 eV
ΔE to the lowest compared entry with this formula, charge and spin ... 33.24 kcal per mole
Lowest unoccupied orbital energy ... 1.1 eV



# 8
Computed, not measured: a cluster of 3 separate species, C31H63BCl3N2O6P in total at a distorted geometry, with ωB97M-V/def2-TZVPD.

Structure (XYZ):
```
107
Properties=species:S:1:pos:R:3
C -0.13732 -5.39288 4.27263
C 0.51085 -6.72187 3.67446
O 1.48456 -6.51143 2.63339
C 0.97022 -5.71102 1.54771
C 1.66814 -4.25141 1.69074
C 1.82174 -3.48908 0.29777
C 1.53312 -1.92217 0.49060
C 2.81601 -0.97205 0.42782
P 3.64605 -0.67128 2.12794
Cl 4.67841 -2.56094 1.88277
C 2.76712 -1.39999 3.62536
C 3.29158 -0.91675 5.04827
O 4.47117 -0.77131 5.38149
B 5.41627 0.14997 2.14767
O 5.69252 1.14982 1.13254
O 6.40785 -0.24335 3.08580
C 7.51117 0.69038 3.17399
C 2.90022 1.07428 2.30779
Cl 3.76844 2.12652 3.57569
C 1.31279 1.16303 2.45061
C 0.76790 1.38958 3.92677
Cl 0.78186 2.67554 1.49377
H -0.95119 -5.73738 5.00739
H -0.65657 -4.73374 3.51157
H 0.59658 -4.77602 4.89837
H 1.08121 -7.21313 4.54080
H -0.27372 -7.50203 3.36200
H 1.34089 -6.12955 0.55679
H -0.16138 -5.62230 1.55041
H 1.04928 -3.67508 2.46651
H 2.66633 -4.46015 2.20873
H 2.85139 -3.58771 -0.17134
H 1.04160 -3.88595 -0.43617
H 0.89453 -1.80845 1.41995
H 0.86335 -1.60865 -0.38901
H 3.61990 -1.32937 -0.30496
H 2.45291 0.03096 0.00317
H 2.97316 -2.52953 3.60403
H 1.62777 -1.32696 3.61467
H 2.48217 -0.74382 5.84945
H 6.45960 0.81777 0.62165
H 8.32914 0.34374 2.46458
H 7.22489 1.77973 3.06419
H 7.93216 0.58033 4.23566
H 3.13544 1.61642 1.32219
H 0.73877 0.30914 1.98285
H -0.37328 1.49177 3.85829
H 1.14692 2.33659 4.42789
H 0.95632 0.51677 4.63756
C 0.66827 0.63014 -5.84082
C 0.05011 0.77699 -4.41949
C -0.85298 2.03159 -4.32955
C -0.10928 3.34783 -4.14363
C 0.88506 3.24206 -2.99545
C 1.85860 2.06610 -3.17965
N 1.15228 0.76791 -3.41100
O 0.63009 0.37148 -2.22977
C 2.81127 2.39602 -4.35247
C 2.79997 1.99948 -1.95442
C -0.89760 -0.44716 -4.30423
H 1.75758 0.66210 -5.84335
H 0.43538 -0.34057 -6.28858
H 0.30944 1.40124 -6.52700
H -1.54305 1.92167 -3.48421
H -1.48297 2.10265 -5.22208
H 0.39368 3.63843 -5.07106
H -0.82880 4.14357 -3.92726
H 1.43823 4.18286 -2.90670
H 0.33165 3.13304 -2.05491
H 3.50216 1.56966 -4.54201
H 3.41543 3.27869 -4.12365
H 2.29424 2.62708 -5.28369
H 2.25450 1.89795 -1.01420
H 3.39658 2.91171 -1.86785
H 3.49849 1.16074 -2.03953
H -0.33949 -1.38675 -4.29560
H -1.58767 -0.47524 -5.15140
H -1.51806 -0.41014 -3.40390
C -6.54777 2.83673 0.31380
C -5.90092 2.18641 -0.94401
C -6.54046 0.81089 -1.25292
C -6.03433 -0.34137 -0.39516
C -4.51195 -0.37580 -0.39104
C -3.90424 0.96550 0.05141
N -4.42198 2.12003 -0.74605
O -3.84321 2.06614 -1.96490
C -4.18962 1.16054 1.55907
C -2.36142 0.86320 -0.01479
C -6.32346 3.13002 -2.10203
H -5.83858 3.01120 1.12248
H -6.94703 3.83223 0.09843
H -7.36816 2.23466 0.71243
H -6.34906 0.54962 -2.30047
H -7.62899 0.87495 -1.15506
H -6.42647 -0.26200 0.62312
H -6.41684 -1.28622 -0.79408
H -4.16936 -1.18302 0.26471
H -4.15939 -0.63931 -1.39542
H -3.80325 2.12120 1.91088
H -3.70285 0.37860 2.14938
H -5.24793 1.10570 1.81455
H -1.99809 0.59452 -1.00932
H -1.99174 0.09089 0.66640
H -1.89273 1.80773 0.27729
H -5.86503 4.11671 -2.00239
H -7.40836 3.26372 -2.10742
H -6.05869 2.72835 -3.08429
```

Computed properties:
HOMO (spin up / spin down) ... -0.328 / -0.331 Eh
Spin multiplicity ... 3
Kohn-Sham gap (spin up / spin down) ... 9.24 / 8.86 eV
Lowest unoccupied orbital energy (spin up / spin down) ... 0.3 / -0.1 eV
Expectation value of S² ... 2.01



Repeat the seventh record exactly.
Computed, not measured: a cluster of 2 separate species, C2H6O2 in total, with ωB97M-V/def2-TZVPD.

Structure (XYZ):
```
10
Properties=species:S:1:pos:R:3
C -0.41587 0.36367 -1.22253
C -0.43201 0.89172 0.13957
O 0.78798 0.46255 -0.46657
H -0.47604 1.04401 -2.07044
H -0.76987 -0.65135 -1.39854
H -0.50088 1.96436 0.30798
H -0.77950 0.24390 0.94201
O 0.62504 -1.75931 1.22003
H 0.96590 -1.17510 0.52101
H 0.99525 -1.38446 2.02747
```

Computed properties:
HOMO ... -0.399 Eh
SMILES string ... C1CO1.O
Kohn-Sham gap ... 11.92 eV
ΔE to the lowest compared entry with this formula, charge and spin ... 33.24 kcal per mole
Lowest unoccupied orbital energy ... 1.1 eV